83
Properties=species:S:1:pos:R:3:forces:R:3 method="wB97M-V/def2-TZVPD" mol_weight_g_mol=681.1 homo_lumo_gap_ev="5.6688 / 5.6703"
Cd 1.49866 1.08934 2.06702 -1.8 -1.4 0.2
C 0.20825 -1.60721 -2.84664 0.3 -0.1 -0.2
C 1.42721 -1.14528 -2.56576 -0.3 -0.1 1.1
C 2.17526 0.06178 -3.05610 0.3 -0.1 -0.1
C 1.80207 1.41065 -2.43468 0.1 0.4 -0.2
C 0.48012 2.04103 -2.80049 -0.6 0.2 -0.5
C -0.48182 1.58142 -3.62428 0.4 1.0 0.1
C -0.43832 0.33543 -4.48040 -0.8 -0.6 -0.2
C -0.78336 -1.03061 -3.81169 -0.2 0.4 -0.1
C -0.08166 2.49750 1.83619 0.0 1.3 0.1
H -0.14824 -2.50480 -2.31824 0.3 0.4 -0.1
H 1.95728 -1.61249 -1.72809 -0.2 -0.3 -0.3
H 2.10213 0.16735 -4.14370 0.4 -0.1 0.3
H 3.23250 -0.12438 -2.76288 -0.6 0.1 -0.5
H 1.93860 1.37279 -1.34023 -0.2 0.1 -0.2
H 2.54013 2.14119 -2.81376 0.1 -0.2 0.3
H 0.39914 3.09176 -2.45509 -0.2 -0.8 0.1
H -1.34528 2.26425 -3.86057 1.0 -0.7 0.5
H 0.49605 0.25018 -5.05636 -0.5 0.1 0.2
H -1.25184 0.48904 -5.20693 0.4 -0.1 0.0
H -1.70546 -0.89587 -3.22138 0.0 0.0 -0.3
H -1.02779 -1.75250 -4.61964 0.2 0.3 0.5
H -1.00177 2.02573 2.22688 0.6 0.0 -0.2
H -0.18751 2.72094 0.76602 -0.1 0.0 0.3
H 0.11775 3.42336 2.39569 -0.3 -0.2 -0.3
P 4.63337 5.13885 -3.41369 0.3 3.2 -2.1
P 6.58044 2.36114 -3.33317 2.0 -0.5 -2.8
N 3.44888 5.77017 -4.57000 -1.1 -0.3 -0.2
N 5.28551 6.79550 -3.06684 0.3 -0.5 0.8
N 6.07699 1.56357 -4.83346 -1.1 0.2 -0.3
N 8.20838 1.61724 -3.29908 0.6 0.2 1.3
C 5.88679 4.74575 -4.73815 0.2 -0.5 0.0
C 7.09230 3.96337 -4.20874 -0.1 -0.3 0.7
C 2.06584 5.73307 -4.34417 0.2 0.5 -1.0
C 1.41735 6.42006 -5.36842 0.9 -0.4 0.6
C 2.43121 6.91731 -6.25330 0.9 -0.8 1.0
C 3.65882 6.49570 -5.74518 -1.1 0.0 -0.1
C 5.38488 7.28010 -1.76104 0.6 0.6 -0.7
C 6.08816 8.47740 -1.78046 -0.4 -0.8 -0.2
C 6.43115 8.75044 -3.14042 -0.7 -1.1 -0.2
C 5.92034 7.71209 -3.90885 0.3 0.2 0.9
C 4.80272 0.99133 -4.95268 0.6 -0.1 -1.0
C 4.58464 0.62701 -6.27759 0.5 0.4 0.9
C 5.75208 1.01038 -7.01411 0.3 0.6 1.0
C 6.62158 1.62471 -6.12095 -0.7 -0.4 -0.2
C 9.11546 1.17146 -4.26708 0.6 -0.2 0.8
C 10.29453 0.75559 -3.65060 -1.4 0.6 0.3
C 10.13194 0.98366 -2.24096 -0.8 0.4 -0.4
C 8.86937 1.53253 -2.05550 0.5 -0.6 -0.9
H 6.28387 5.64368 -5.22589 -0.4 -0.2 0.3
H 5.35647 4.18076 -5.51990 0.1 -0.1 0.3
H 7.79219 3.74551 -5.03244 -0.2 0.0 0.5
H 7.64311 4.53519 -3.44296 -0.1 0.0 -0.3
H 1.68029 5.19637 -3.48828 0.0 0.1 -0.1
H 0.34715 6.54385 -5.48427 0.2 0.0 0.1
H 2.29291 7.50543 -7.14996 0.0 -0.1 0.1
H 4.64578 6.61675 -6.15845 -0.2 0.0 0.0
H 4.94160 6.71775 -0.95106 0.1 0.1 0.0
H 6.33547 9.08281 -0.92443 -0.1 0.0 0.0
H 6.98599 9.59150 -3.52117 -0.1 0.0 0.0
H 5.97492 7.56324 -4.97743 0.0 0.2 0.3
H 4.18399 0.91544 -4.07522 0.1 -0.1 -0.2
H 3.69120 0.16570 -6.68059 0.2 0.0 0.2
H 5.93680 0.86784 -8.07084 -0.1 0.1 0.2
H 7.56523 2.11893 -6.30888 -0.3 -0.2 0.0
H 8.87686 1.16145 -5.31231 -0.1 -0.1 0.1
H 11.16183 0.34071 -4.14688 -0.2 0.1 0.0
H 10.86305 0.76941 -1.46938 -0.2 0.1 -0.1
H 8.36890 1.87289 -1.16223 0.0 -0.1 0.0
C 0.56147 -1.16353 2.18876 1.5 0.2 -0.1
C -0.78187 -1.65273 2.50859 -1.4 0.3 0.4
C -1.19543 -1.80844 3.86297 0.1 0.1 -0.5
C -2.49605 -2.19318 4.19554 0.1 -0.1 -0.3
C -3.40905 -2.55114 3.19367 0.3 0.0 -0.1
C -2.98999 -2.52633 1.85255 -0.1 0.1 0.2
C -1.73503 -2.02680 1.50870 0.7 0.2 0.4
H 0.85184 -1.41972 1.16199 0.2 -0.3 0.4
H 1.27876 -1.46095 2.96470 -0.1 -0.5 -0.6
H -0.45130 -1.63625 4.65007 -0.4 0.1 -0.2
H -2.78949 -2.24632 5.24777 0.1 0.0 -0.4
H -4.42834 -2.85472 3.45169 0.4 0.0 -0.1
H -3.65138 -2.91801 1.06818 0.2 0.4 0.3
H -1.45005 -1.94067 0.44959 -0.1 -0.1 0.5